The following is a quantum chemistry calculation of a cluster of 16 separate species, C87H187N13O16 in total, from the OMol25 dataset.

Last columns: bonded neighbours and bond lengths (Å).
Element x y z (Å)
1 O -2.37656 0.40123 9.39387  C113 1.235
2 O 5.38822 -4.50329 -2.56876  N22 1.428, H139 0.999
3 O 0.43634 3.50716 -5.87123  N27 1.402, H137 1.013
4 O -2.66943 -4.64890 -0.30480  C31 1.425, C36 1.397
5 O 4.07227 1.69656 -1.74383  C115 1.219
6 O 1.92843 0.65846 -4.16598  C112 1.212
7 O -5.18035 6.80222 1.14037  C67 1.469, C100 1.478
8 O -3.11154 4.91184 1.90536  N26 1.488, H273 0.981
9 O 2.04116 -1.66713 3.22556  N28 1.408, H282 0.991
10 O -2.24079 -3.29222 -2.76670  N24 1.461, H160 0.959
11 O 0.15673 -2.26651 0.90979  C96 1.232
12 O 6.46002 -8.62786 -3.64899  C77 1.227
13 O -4.92225 0.55404 -1.05691  C37 1.395, C116 1.447
14 O 6.32999 0.11713 1.41154  C69 1.203
15 O 6.75779 1.06084 -3.90184  C78 1.236
16 O -4.75232 0.16157 3.15711  N20 1.405, H206 0.996
17 N 3.61325 -0.33021 -5.25235  C70 1.500, C106 1.478, C112 1.342
18 N 3.20925 3.62006 -2.68935  C73 1.463, C97 1.472, C115 1.326
19 N 8.46784 0.03833 -2.78460  C52 1.425, C78 1.338, C108 1.452
20 N -5.02927 1.21934 4.03962  O16 1.405, C54 1.488, C104 1.449
21 N 4.32319 -8.03710 -3.13279  C30 1.432, C77 1.335, C101 1.488
22 N 5.32175 -4.42401 -1.14411  O2 1.428, C87 1.527, C90 1.529
23 N 4.96866 1.35265 2.77676  C58 1.492, C69 1.377, C114 1.437
24 N -3.00416 -3.64974 -3.96027  O10 1.461, C61 1.478, C82 1.520
25 N 0.55524 -0.90000 -0.88589  C41 1.424, C53 1.479, C96 1.319
26 N -1.80311 5.25825 2.52395  O8 1.488, C44 1.565, C46 1.517
27 N -0.96168 3.54567 -5.97518  O3 1.402, C39 1.524, C71 1.522
28 N 1.68146 -1.84316 4.57507  O9 1.408, C38 1.613, C59 1.444
29 N -0.26946 1.30077 9.16314  C43 1.486, C85 1.485, C113 1.367
30 C 3.91829 -9.03363 -2.18770  N21 1.432, H128 1.147, H177 1.119, H269 1.097
31 C -2.89992 -3.92732 0.90160  O4 1.425, C66 1.568, H213 1.113, H216 1.105
32 C -5.42878 1.78589 6.43693  C104 1.577, C105 1.513, H190 1.054, H209 1.119
33 C -2.98258 -4.17561 -6.37814  C48 1.549, C61 1.580, H157 1.114, H280 1.125
34 C -6.49934 3.11640 4.68707  C54 1.513, C105 1.513, H210 1.128, H270 1.106
35 C -5.96436 -0.56758 5.48646  C104 1.505, H172 1.102, H180 1.055, H267 1.065
36 C -1.85816 -5.77301 -0.13321  O4 1.397, C91 1.524, H228 1.116, H250 1.162
37 C -3.84665 0.09394 -0.29763  O13 1.395, C65 1.589, H249 1.100, H264 1.165
38 C 0.31862 -1.06293 4.94141  N28 1.613, C49 1.450, C86 1.506, C95 1.543
39 C -1.50905 3.72262 -4.56429  N27 1.524, C45 1.572, C88 1.510, C99 1.573
40 C 5.70779 -3.58225 1.60324  C47 1.509, C74 1.534, H212 1.131, H262 1.125
41 C 0.10520 -0.56135 -2.19375  N25 1.424, H238 1.102, H271 1.117, H275 1.055
42 C 0.66190 -4.06582 4.08803  C59 1.534, H179 1.113, H231 1.080, H294 1.096
43 C -0.80845 2.36989 8.28217  N29 1.486, H156 1.134, H218 1.111, H259 1.076
44 C -0.80516 5.77103 1.43313  N26 1.565, C57 1.562, C63 1.606, C109 1.558
45 C -1.08064 2.56944 -3.58634  C39 1.572, H133 1.120, H219 1.089, H229 1.105
46 C -1.36104 4.01515 3.27207  N26 1.517, C68 1.555, C89 1.514, C107 1.581
47 C 4.51432 -3.15653 0.78378  C40 1.509, C87 1.526, H184 1.056, H247 1.081
48 C -4.10655 -3.12038 -6.52801  C33 1.549, C55 1.467, H235 1.106, H237 1.112
49 C -0.86372 -1.31620 4.14080  C38 1.450, H150 1.039, H220 1.087, H278 1.074
50 C -3.53459 2.43803 -0.78836  C65 1.601, C116 1.509, H117 1.076, H201 1.097
51 C -5.69781 6.05934 -1.05549  C100 1.505, C103 1.532, H161 1.105, H274 1.092
52 C 9.09003 0.03130 -1.50316  N19 1.425, H227 1.082, H254 1.171, H296 1.080
53 C 1.44529 0.06407 -0.20371  N25 1.479, H154 1.118, H196 1.064, H236 1.092
54 C -6.15383 2.09923 3.62144  N20 1.488, C34 1.513, C79 1.535, C98 1.539
55 C -4.97074 -3.07768 -5.34340  C48 1.467, C82 1.520, H134 1.111, H151 1.112
56 C 1.36368 -3.35154 6.38616  C59 1.527, C102 1.452, H195 1.129, H276 1.105
57 C -0.71283 4.85508 0.17068  C44 1.562, H168 1.097, H185 1.110, H252 1.090
58 C 4.03358 1.68435 1.66208  N23 1.492, H173 1.098, H211 1.137, H277 1.084
59 C 1.68114 -3.25128 4.89566  N28 1.444, C42 1.534, C56 1.527, C72 1.536
60 C -1.18509 -2.64899 -5.42311  C61 1.579, H125 1.114, H171 1.119, H279 1.108
61 C -2.09616 -3.89797 -5.09995  N24 1.478, C33 1.580, C60 1.579, C81 1.493
62 C -1.18351 1.02650 -6.21765  C71 1.543, H175 1.060, H197 1.140, H302 1.061
63 C 0.64940 5.91083 2.09967  C44 1.606, C64 1.543, H127 1.099, H194 1.159
64 C 1.10202 4.55630 2.68260  C63 1.543, C107 1.510, H224 1.070, H293 1.100
65 C -2.66269 1.10745 -0.60810  C37 1.589, C50 1.601, H248 1.074, H297 1.058
66 C -2.38367 -4.91209 2.00649  C31 1.568, C91 1.565, H164 1.090, H187 1.062
67 C -6.56314 6.30923 1.18006  O7 1.469, C103 1.513, H178 1.091, H208 1.116
68 C -2.11262 3.87730 4.62635  C46 1.555, H153 1.076, H192 1.084, H203 1.101
69 C 6.04103 0.53431 2.50215  O14 1.203, N23 1.377, H121 1.103
70 C 4.68776 -1.37508 -5.18495  N17 1.500, H141 1.106, H183 1.107, H207 1.080
71 C -1.42867 2.40423 -6.86749  N27 1.522, C62 1.543, C75 1.605, C94 1.505
72 C 3.11139 -3.74906 4.63897  C59 1.536, H243 1.062, H251 1.109, H261 1.132
73 C 3.21936 4.52475 -3.83920  N18 1.463, H146 1.082, H147 1.056, H268 1.097
74 C 6.35516 -4.84491 1.02005  C40 1.534, C90 1.539, H129 1.121, H226 1.103
75 C -3.01589 2.62002 -6.96665  C71 1.605, C83 1.572, H143 1.092, H289 1.109
76 C 7.00357 -6.28516 -0.97795  C90 1.565, H122 1.078, H285 1.062, H292 1.066
77 C 5.54876 -7.80745 -3.60842  O12 1.227, N21 1.335, H181 1.100
78 C 7.29697 0.68097 -2.85595  O15 1.236, N19 1.338, H140 1.068
79 C -7.38414 1.27319 3.22262  C54 1.535, H174 1.071, H217 1.085, H241 1.084
80 C 3.40017 -3.10988 -1.50628  C87 1.549, H205 1.110, H223 1.085, H245 1.137
81 C -1.18172 -5.03018 -4.76476  C61 1.493, H239 1.066, H257 1.162, H286 1.075
82 C -4.19552 -2.71493 -4.08781  N24 1.520, C55 1.520, C84 1.527, C93 1.525
83 C -3.70517 2.87089 -5.57604  C75 1.572, C88 1.495, H131 1.145, H166 1.102
84 C -5.14582 -3.01936 -2.93132  C82 1.527, H152 1.079, H256 1.106, H300 1.095
85 C 1.20461 1.14155 9.07439  N29 1.485, H126 1.073, H132 1.086, H246 1.069
86 C 0.75076 0.37365 4.81029  C38 1.506, H266 1.110, H272 1.134, H291 1.123
87 C 4.73708 -3.07722 -0.72380  N22 1.527, C47 1.526, C80 1.549, C111 1.531
88 C -2.98830 3.92225 -4.79118  C39 1.510, C83 1.495, H123 1.083, H301 1.045
89 C -1.59108 2.70600 2.54677  C46 1.514, H119 1.065, H176 1.051, H234 1.098
90 C 6.63971 -4.84291 -0.49249  N22 1.529, C74 1.539, C76 1.565, C92 1.508
91 C -1.27001 -5.72992 1.27182  C36 1.524, C66 1.565, H158 1.057, H288 1.088
92 C 7.81942 -3.96937 -0.83939  C90 1.508, H144 1.093, H167 1.130, H283 1.068
93 C -3.85353 -1.22968 -4.14031  C82 1.525, H170 1.101, H253 1.093, H295 1.118
94 C -0.74888 2.50154 -8.20668  C71 1.505, H124 1.043, H186 1.067, H290 1.120
95 C 0.06574 -1.36356 6.43406  C38 1.543, C102 1.489, H130 1.057, H240 1.081
96 C -0.03769 -1.89046 -0.24723  O11 1.232, N25 1.319, H120 1.156
97 C 2.41203 4.02753 -1.52073  N18 1.472, H118 1.104, H182 1.068, H299 1.074
98 C -5.63840 2.84025 2.37442  C54 1.539, H169 1.075, H202 1.112, H225 1.080
99 C -0.83419 5.07005 -4.11245  C39 1.573, H159 1.127, H244 1.104, H287 1.104
100 C -4.91457 7.08809 -0.28521  O7 1.478, C51 1.505, H233 1.124, H298 1.085
101 C 3.20075 -7.08094 -3.33430  N21 1.488, H135 1.096, H189 1.093, H200 1.108
102 C 0.05894 -2.82103 6.73953  C56 1.452, C95 1.489, H221 1.078, H281 1.057
103 C -6.88389 5.68642 -0.16048  C51 1.532, C67 1.513, H138 1.158, H145 1.094
104 C -5.10708 0.66484 5.37553  N20 1.449, C32 1.577, C35 1.505, C110 1.539
105 C -6.65099 2.61386 6.10571  C32 1.513, C34 1.513, H163 1.063, H258 1.067
106 C 3.96870 0.93817 -5.92256  N17 1.478, H214 1.109, H230 1.090, H242 1.094
107 C 0.14263 4.09708 3.75381  C46 1.581, C64 1.510, H191 1.037, H284 1.133
108 C 9.17263 -0.33273 -3.99843  N19 1.452, H149 1.089, H265 1.104, H303 1.080
109 C -1.24002 7.23325 1.11792  C44 1.558, H142 1.085, H198 1.080, H255 1.095
110 C -3.71915 0.13398 5.77700  C104 1.539, H148 1.075, H199 1.088, H232 1.095
111 C 5.55085 -1.82014 -1.04338  C87 1.531, H165 1.096, H204 1.067, H215 1.114
112 C 2.76959 -0.21311 -4.21558  O6 1.212, N17 1.342, H136 1.125
113 C -1.15228 0.32527 9.53351  O1 1.235, N29 1.367, H188 1.130
114 C 4.57505 1.57210 4.14142  N23 1.437, H193 1.097, H260 1.074, H263 1.091
115 C 3.94462 2.51805 -2.63571  O5 1.219, N18 1.326, H222 1.134
116 C -4.70559 1.89103 -1.56720  O13 1.447, C50 1.509, H155 1.112, H162 1.051
117 H -3.88661 2.87739 0.12810  C50 1.076
118 H 1.33263 3.89916 -1.71337  C97 1.104
119 H -2.56350 2.64600 2.11616  C89 1.065
120 H -0.78453 -2.39002 -0.97419  C96 1.156
121 H 6.58367 0.23710 3.41557  C69 1.103
122 H 7.36116 -6.38951 -1.98919  C76 1.078
123 H -3.03434 4.86139 -5.32934  C88 1.083
124 H -0.81067 1.57985 -8.69150  C94 1.043
125 H -0.62099 -2.29529 -4.52959  C60 1.114
126 H 1.40242 0.14078 9.40825  C85 1.073
127 H 1.37705 6.12227 1.30371  C63 1.099
128 H 4.52648 -10.00536 -2.22127  C30 1.147
129 H 7.35649 -4.95724 1.51116  C74 1.121
130 H -0.88173 -0.96589 6.68225  C95 1.057
131 H -3.61560 1.88094 -5.00845  C83 1.145
132 H 1.56278 1.27424 8.05771  C85 1.086
133 H -1.55144 1.56784 -3.75920  C45 1.120
134 H -5.84703 -2.39496 -5.37151  C55 1.111
135 H 2.34296 -7.49723 -3.87383  C101 1.096
136 H 2.88277 -1.08164 -3.50974  C112 1.125
137 H 0.64788 2.63299 -5.40608  O3 1.013
138 H -7.83489 6.06924 -0.69998  C103 1.158
139 H 5.69348 -3.59495 -2.85207  O2 0.999
140 H 6.86565 0.96155 -1.91969  C78 1.068
141 H 4.82674 -1.91323 -6.14102  C70 1.106
142 H -2.16320 7.18718 0.55017  C109 1.085
143 H -3.51386 1.76445 -7.42799  C75 1.092
144 H 8.00426 -3.98007 -1.91674  C92 1.093
145 H -7.03910 4.60656 -0.07537  C103 1.094
146 H 4.10585 4.38466 -4.44410  C73 1.082
147 H 3.23108 5.52916 -3.51410  C73 1.056
148 H -3.74151 -0.10207 6.82537  C110 1.075
149 H 8.56905 -0.01739 -4.84802  C108 1.089
150 H -1.47982 -0.47933 4.15915  C49 1.039
151 H -5.36408 -4.10340 -5.16922  C55 1.112
152 H -5.58490 -3.99686 -3.05705  C84 1.079
153 H -1.64931 3.03560 5.11153  C68 1.076
154 H 0.95213 1.06753 -0.22765  C53 1.118
155 H -5.66349 2.45214 -1.50512  C116 1.112
156 H -0.64729 2.07465 7.19926  C43 1.134
157 H -2.28485 -4.23643 -7.24445  C33 1.114
158 H -0.39337 -5.14530 1.35896  C91 1.057
159 H -1.49219 5.55432 -3.33636  C99 1.127
160 H -2.47067 -3.99859 -2.15953  O10 0.959
161 H -5.10323 5.14895 -1.25374  C51 1.105
162 H -4.47349 1.87674 -2.59231  C116 1.051
163 H -7.49393 1.96833 6.15201  C105 1.063
164 H -1.89994 -4.24764 2.72213  C66 1.090
165 H 6.42661 -1.61543 -0.41739  C111 1.096
166 H -4.73990 3.14854 -5.83256  C83 1.102
167 H 8.73497 -4.42670 -0.35923  C92 1.130
168 H 0.09481 4.11890 0.26620  C57 1.097
169 H -6.38997 3.53846 2.05242  C98 1.075
170 H -3.48692 -0.92347 -5.13177  C93 1.101
171 H -0.37830 -3.00468 -6.11210  C60 1.119
172 H -7.01721 -0.33090 5.26437  C35 1.102
173 H 3.70371 2.72303 1.79500  C58 1.098
174 H -7.13176 0.48314 2.54529  C79 1.071
175 H -0.23128 0.96332 -5.75728  C62 1.060
176 H -0.89936 2.70699 1.75539  C89 1.051
177 H 3.87579 -8.56576 -1.17168  C30 1.119
178 H -6.64150 5.61487 2.01819  C67 1.091
179 H -0.35220 -3.62578 4.22101  C42 1.113
180 H -5.65280 -1.30048 4.79480  C35 1.055
181 H 5.70640 -6.74800 -3.85765  C77 1.100
182 H 2.48567 5.09172 -1.47306  C97 1.068
183 H 5.60031 -0.90311 -4.77271  C70 1.107
184 H 3.67954 -3.77546 0.97192  C47 1.056
185 H -1.68768 4.34213 0.03655  C57 1.110
186 H -1.24408 3.20241 -8.84138  C94 1.067
187 H -3.18928 -5.42837 2.46716  C66 1.062
188 H -0.71881 -0.56655 10.07628  C113 1.130
189 H 3.63696 -6.23013 -3.86385  C101 1.093
190 H -5.52861 1.24964 7.33830  C32 1.054
191 H 0.46367 3.14445 4.00775  C107 1.037
192 H -3.12800 3.58113 4.38858  C68 1.084
193 H 5.49553 1.49621 4.73366  C114 1.097
194 H 0.77347 6.75655 2.88184  C63 1.159
195 H 1.55044 -4.40547 6.74651  C56 1.129
196 H 2.45535 0.05569 -0.53825  C53 1.064
197 H -1.88475 0.62386 -5.41337  C62 1.140
198 H -0.46575 7.65871 0.49688  C109 1.080
199 H -2.97016 0.88126 5.52360  C110 1.088
200 H 2.68838 -6.70509 -2.42645  C101 1.108
201 H -3.00279 3.17045 -1.40837  C50 1.097
202 H -4.78761 3.50218 2.64841  C98 1.112
203 H -2.07048 4.80098 5.22496  C68 1.101
204 H 4.84756 -1.03145 -0.89286  C111 1.067
205 H 2.74480 -3.85765 -1.01217  C80 1.110
206 H -4.12450 0.56333 2.49692  O16 0.996
207 H 4.35550 -2.08554 -4.44307  C70 1.080
208 H -7.26683 7.17188 1.26318  C67 1.116
209 H -4.48608 2.35666 6.62827  C32 1.119
210 H -5.79438 3.98919 4.57093  C34 1.128
211 H 3.22634 0.88887 1.56922  C58 1.137
212 H 5.29718 -3.87195 2.61594  C40 1.131
213 H -2.28151 -3.00274 0.94581  C31 1.113
214 H 5.07223 1.03628 -5.95995  C106 1.109
215 H 5.65212 -1.69794 -2.14652  C111 1.114
216 H -3.99429 -3.77437 0.88288  C31 1.105
217 H -7.98113 1.90115 2.56992  C79 1.085
218 H -1.90846 2.49032 8.37970  C43 1.111
219 H -1.46241 2.82876 -2.60034  C45 1.089
220 H -0.55048 -1.44565 3.10790  C49 1.087
221 H -0.05091 -2.81513 7.81177  C102 1.078
222 H 4.52308 2.40916 -3.60508  C115 1.134
223 H 2.76087 -2.23411 -1.48426  C80 1.085
224 H 1.28598 3.75177 2.00138  C64 1.070
225 H -5.32737 2.17346 1.58423  C98 1.080
226 H 5.66821 -5.70024 1.13429  C74 1.103
227 H 8.40181 0.41260 -0.76021  C52 1.082
228 H -1.10136 -5.89421 -0.94416  C36 1.116
229 H 0.00890 2.40288 -3.50589  C45 1.105
230 H 3.68259 0.94498 -6.97405  C106 1.090
231 H 0.82254 -4.02443 3.02053  C42 1.080
232 H -3.45870 -0.80745 5.28119  C110 1.095
233 H -5.32339 8.10655 -0.52693  C100 1.124
234 H -1.41279 1.86111 3.22480  C89 1.098
235 H -3.66246 -2.13048 -6.74042  C48 1.106
236 H 1.51873 -0.29237 0.82607  C53 1.092
237 H -4.63717 -3.43326 -7.45322  C48 1.112
238 H -0.94134 -0.88247 -2.31982  C41 1.102
239 H -1.80077 -5.74231 -4.26784  C81 1.066
240 H 0.76047 -0.85530 7.08867  C95 1.081
241 H -7.89230 0.78161 4.04374  C79 1.084
242 H 3.54367 1.79530 -5.39105  C106 1.094
243 H 3.22600 -3.83341 3.58608  C72 1.062
244 H 0.18860 4.99818 -3.70210  C99 1.104
245 H 3.59186 -3.39367 -2.59040  C80 1.137
246 H 1.64450 1.78618 9.80526  C85 1.069
247 H 4.22728 -2.14066 1.01620  C47 1.081
248 H -2.04546 0.87145 -1.45449  C65 1.074
249 H -4.11187 0.07396 0.76989  C37 1.100
250 H -2.52713 -6.72215 -0.17661  C36 1.162
251 H 3.23962 -4.75629 5.08541  C72 1.109
252 H -0.48383 5.45338 -0.71071  C57 1.090
253 H -4.79997 -0.68310 -4.12350  C93 1.093
254 H 9.53383 -0.99146 -1.14348  C52 1.171
255 H -1.35451 7.81087 2.04101  C109 1.095
256 H -4.64485 -3.10968 -1.94943  C84 1.106
257 H -0.40538 -4.76711 -3.94079  C81 1.162
258 H -6.82264 3.45642 6.73775  C105 1.067
259 H -0.26595 3.27777 8.47945  C43 1.076
260 H 3.79606 0.89386 4.43633  C114 1.074
261 H 3.87514 -2.96836 4.93739  C72 1.132
262 H 6.43854 -2.72969 1.67319  C40 1.125
263 H 4.16624 2.58221 4.19663  C114 1.091
264 H -3.57597 -0.96805 -0.69409  C37 1.165
265 H 9.25082 -1.43044 -4.09215  C108 1.104
266 H 1.64937 0.64151 5.40500  C86 1.110
267 H -5.84624 -1.00493 6.44987  C35 1.065
268 H 2.38183 4.13464 -4.43043  C73 1.097
269 H 2.87745 -9.29090 -2.42138  C30 1.097
270 H -7.38973 3.70002 4.38680  C34 1.106
271 H 0.14218 0.54623 -2.33621  C41 1.117
272 H -0.13773 1.03216 5.06095  C86 1.134
273 H -3.59157 5.76651 1.95383  O8 0.981
274 H -6.06001 6.41767 -2.02122  C51 1.092
275 H 0.66856 -1.00600 -2.96718  C41 1.055
276 H 2.06362 -2.66012 6.88921  C56 1.105
277 H 4.64975 1.57192 0.77687  C58 1.084
278 H -1.48707 -2.12126 4.48227  C49 1.074
279 H -1.74794 -1.91058 -6.02770  C60 1.108
280 H -3.45716 -5.19307 -6.30852  C33 1.125
281 H -0.79190 -3.25057 6.28208  C102 1.057
282 H 1.40960 -2.16794 2.64838  O9 0.991
283 H 7.73376 -2.94911 -0.53529  C92 1.068
284 H 0.14365 4.70323 4.71111  C107 1.133
285 H 7.83830 -6.52797 -0.36840  C76 1.062
286 H -0.64094 -5.52921 -5.54837  C81 1.075
287 H -0.72138 5.74748 -4.97716  C99 1.104
288 H -1.08247 -6.66344 1.79915  C91 1.088
289 H -3.18849 3.47316 -7.65440  C75 1.109
290 H 0.32699 2.76622 -8.04411  C94 1.120
291 H 0.92988 0.59475 3.72441  C86 1.123
292 H 6.26601 -7.02989 -0.78426  C76 1.066
293 H 2.09443 4.73195 3.12458  C64 1.100
294 H 0.70525 -5.11998 4.38386  C42 1.096
295 H -3.13981 -1.02280 -3.30539  C93 1.118
296 H 9.88630 0.76031 -1.52946  C52 1.080
297 H -1.98359 1.20389 0.19684  C65 1.058
298 H -3.83162 7.10509 -0.35342  C100 1.085
299 H 2.65421 3.51434 -0.60909  C97 1.074
300 H -5.98208 -2.32710 -2.78714  C84 1.095
301 H -3.51142 4.07566 -3.90008  C88 1.045
302 H -1.29483 0.24934 -6.93095  C62 1.061
303 H 10.10720 0.19042 -4.13949  C108 1.080

Calculated values
- HOMO: -8.07 eV
- Charge: 0
- Multiplicity: 1
- Gap between HOMO and LUMO: 8.525 eV

Atomic partial charges in e from the Mulliken method, atoms 1 to 4: number 1, O, carries -0.568; number 2, O, carries -0.170; number 3, O, carries -0.540; number 4, O, carries -0.272